Below is C60H50N5O2PdSSiTe as an isolated structure, with properties calculated with wB97M-V/def2-TZVPD.

Cartesian coordinates (Å):
Pd (-0.3309, -0.5601, -0.0471)
S (-2.2257, -0.1927, 1.2129)
C (-1.9254, 1.2501, 2.1404)
N (-2.8363, 1.7396, 2.8952)
N (-2.4644, 2.9459, 3.5649)
C (-2.6086, 4.1343, 2.8254)
C (-2.6974, 4.1579, 1.4374)
C (-2.7651, 5.3719, 0.7670)
C (-2.7529, 6.5730, 1.4596)
C (-2.6820, 6.5480, 2.8488)
C (-2.6099, 5.3441, 3.5247)
N (-0.6814, 1.9892, 1.9867)
N (0.2985, 1.2654, 1.8353)
C (1.5218, 1.9697, 1.6040)
C (1.5824, 3.3163, 1.2579)
C (2.8142, 3.8785, 0.9790)
C (3.9722, 3.1098, 1.0536)
C (3.9035, 1.7729, 1.4150)
C (2.6710, 1.2016, 1.6864)
H (-3.0466, 2.9893, 4.3878)
H (-2.7310, 3.2332, 0.8778)
H (-2.8251, 5.3663, -0.3145)
H (-2.8014, 7.5152, 0.9293)
H (-2.6760, 7.4744, 3.4103)
H (-2.5347, 5.3284, 4.6065)
H (0.6667, 3.8905, 1.1969)
H (2.8759, 4.9178, 0.6823)
H (4.9292, 3.5567, 0.8145)
H (4.7994, 1.1660, 1.4546)
H (2.5710, 0.1568, 1.9442)
C (6.8646, -1.7071, -0.3704)
C (5.4008, -1.3926, -0.5439)
C (4.9520, -0.4931, -1.5089)
C (3.6121, -0.2066, -1.6683)
C (3.2016, 0.8993, -2.5790)
O (2.4814, 1.8007, -2.2117)
C (3.7255, 0.9001, -3.9933)
C (3.6470, 2.0823, -4.7244)
C (4.0603, 2.1157, -6.0451)
C (4.5442, 0.9617, -6.6510)
C (4.6159, -0.2213, -5.9308)
C (4.2122, -0.2506, -4.6029)
C (2.6018, -0.8572, -0.8933)
O (1.3860, -0.6400, -1.2036)
C (3.0635, -1.7478, 0.1312)
C (4.4384, -1.9849, 0.2548)
C (2.1574, -2.4061, 1.0907)
N (0.9509, -2.0227, 1.2847)
C (0.0952, -2.7165, 2.2466)
C (-0.5523, -3.9863, 1.6949)
Te (-1.4664, -3.8496, -0.2519)
C (0.1911, -4.6541, -1.2868)
C (1.0292, -3.7977, -1.9946)
C (2.1348, -4.3062, -2.6655)
C (2.4045, -5.6671, -2.6395)
C (1.5595, -6.5262, -1.9475)
C (0.4537, -6.0218, -1.2756)
C (2.7568, -3.5401, 1.8781)
C (3.1398, -3.3635, 3.2037)
C (3.7023, -4.4122, 3.9170)
C (3.8865, -5.6464, 3.3090)
C (3.5164, -5.8224, 1.9829)
C (2.9612, -4.7714, 1.2678)
H (7.4770, -1.0617, -1.0014)
H (7.0893, -2.7422, -0.6404)
H (7.1874, -1.5636, 0.6632)
H (5.6752, 0.0218, -2.1363)
H (3.2360, 2.9568, -4.2366)
H (3.9978, 3.0376, -6.6093)
H (4.8596, 0.9848, -7.6867)
H (4.9802, -1.1242, -6.4047)
H (4.2555, -1.1733, -4.0377)
H (4.7751, -2.6716, 1.0228)
H (-0.6821, -2.0104, 2.5400)
H (0.6498, -2.9999, 3.1465)
H (-1.3378, -4.3136, 2.3756)
H (0.1747, -4.7944, 1.6087)
H (0.8285, -2.7335, -2.0137)
H (2.7861, -3.6268, -3.2022)
H (3.2697, -6.0600, -3.1596)
H (1.7597, -7.5909, -1.9321)
H (-0.2087, -6.6914, -0.7404)
H (2.9987, -2.3974, 3.6742)
H (3.9978, -4.2651, 4.9481)
H (4.3228, -6.4663, 3.8656)
H (3.6638, -6.7792, 1.4977)
H (2.6932, -4.8997, 0.2278)
C (-0.0248, -2.8884, -5.2544)
C (0.7844, -1.8079, -4.9277)
C (0.3769, -0.8959, -3.9638)
C (-0.8530, -1.0272, -3.3105)
C (-1.6559, -2.1141, -3.6678)
C (-1.2485, -3.0392, -4.6212)
Si (-1.3880, 0.1501, -1.9177)
C (-0.8434, 1.8899, -2.4335)
C (-0.6650, 2.2613, -3.7682)
C (-0.2969, 3.5544, -4.1157)
C (-0.1101, 4.5126, -3.1297)
C (-0.2917, 4.1681, -1.7980)
C (-0.6462, 2.8694, -1.4602)
C (-3.2845, 0.1604, -2.0223)
C (-3.9664, 1.1830, -2.6825)
C (-5.3505, 1.1643, -2.8119)
C (-6.0853, 0.1129, -2.2879)
C (-5.4286, -0.9160, -1.6260)
C (-4.0491, -0.8833, -1.4933)
H (0.2984, -3.6076, -5.9975)
H (1.7377, -1.6728, -5.4247)
H (1.0246, -0.0650, -3.7106)
H (-2.6271, -2.2393, -3.2011)
H (-1.8905, -3.8764, -4.8684)
H (-0.8116, 1.5273, -4.5530)
H (-0.1542, 3.8125, -5.1589)
H (0.1800, 5.5219, -3.3973)
H (-0.1488, 4.9091, -1.0198)
H (-0.7649, 2.6108, -0.4134)
H (-3.4108, 2.0175, -3.0956)
H (-5.8538, 1.9770, -3.3229)
H (-7.1642, 0.0973, -2.3857)
H (-5.9927, -1.7367, -1.1996)
H (-3.5552, -1.6809, -0.9523)

Forces on atoms 1 to 3 (eV/Å):
0.2 -0.2 -0.1
-0.1 0.0 0.0
0.3 0.2 0.0

Calculated values
Calculated total energy (a.u.): -3824.3403
Net charge: -1
Orbital gap (eV): 6.641

Löwdin atomic charge list, values in e, 99 entries:
1 Pd 0.4576
2 S 0.6060
3 C -0.7736
4 N -0.0074
5 N -0.0262
6 C -0.2715
7 C -0.0390
8 C -0.0953
9 C -0.1210
10 C -0.1149
11 C -0.0531
12 N 0.0340
13 N 0.0399
14 C -0.2345
15 C -0.0223
16 C -0.0764
17 C -0.0864
18 C -0.0738
19 C -0.0213
20 H 0.1108
21 H 0.0915
22 H 0.0982
23 H 0.0888
24 H 0.0924
25 H 0.1029
26 H 0.1001
27 H 0.1006
28 H 0.0973
29 H 0.1013
30 H 0.0958
31 C -0.0635
32 C -0.2775
33 C -0.0052
34 C -0.0857
35 C -0.3061
36 O 0.1186
37 C -0.1438
38 C -0.0127
39 C -0.0792
40 C -0.0944
41 C -0.0861
42 C -0.0429
43 C -0.3109
44 O -0.1906
45 C -0.0844
46 C 0.0106
47 C -0.2117
48 N 0.0406
49 C -0.3152
50 C -0.4628
51 Te 1.3009
52 C -0.5416
53 C -0.1388
54 C -0.0747
55 C -0.0977
56 C -0.1088
57 C -0.1586
58 C -0.2024
59 C -0.0425
60 C -0.0809
61 C -0.0952
62 C -0.0702
63 C -0.0223
64 H 0.0681
65 H 0.0733
66 H 0.0722
67 H 0.1245
68 H 0.1165
69 H 0.0988
70 H 0.0966
71 H 0.0995
72 H 0.1108
73 H 0.1191
74 H 0.0503
75 H 0.1018
76 H 0.0391
77 H 0.0352
78 H 0.0695
79 H 0.1026
80 H 0.0967
81 H 0.0953
82 H 0.0879
83 H 0.1239
84 H 0.0996
85 H 0.0959
86 H 0.1021
87 H 0.1050
88 C -0.1048
89 C -0.0882
90 C -0.1068
91 C -0.2613
92 C -0.1124
93 C -0.0943
94 Si 0.6214
95 C -0.2703
96 C -0.1063
97 C -0.0980
98 C -0.0999
99 C -0.0925